one:
Entry from the Open Molecules 2025 dataset: a structure of composition C13H17N3O5 (the ωB97M-V functional and the def2-TZVPD basis).

Lowest unoccupied orbital energy = 0.447 eV
Kohn-Sham gap = 0.347 hartree
HOMO energy = -8.98 eV
Charge = 0

Element x y z (Å)
C1 3.071 -0.283 0.345
C2 1.597 -0.060 0.171
C3 3.980 -0.337 -0.944
C4 5.503 -0.007 -0.650
C5 -0.508 1.002 -0.195
C6 -0.764 2.470 -0.395
C7 -1.455 0.707 1.096
C8 -2.779 0.173 0.629
C9 -3.995 0.711 0.903
C10 -2.644 -1.053 -0.189
C11 -5.153 0.238 0.393
C12 -3.826 -1.454 -0.736
C13 -5.235 -0.857 -0.418
H1 3.183 -1.553 1.926
H2 2.735 -2.323 0.576
H3 3.491 0.505 0.955
H4 3.659 -1.372 -1.503
H5 3.445 0.293 -1.693
H6 5.644 -1.534 0.372
H7 7.204 -0.640 0.037
H8 1.299 1.903 0.108
H9 -0.599 0.389 -1.161
H10 -1.410 1.488 1.932
H11 -0.888 -0.048 1.646
H12 -4.081 1.523 1.585
H13 -1.680 -1.596 -0.368
H14 -6.147 0.765 0.543
H15 -3.923 -2.332 -1.189
H16 -5.991 -2.280 -1.411
H17 -2.775 2.066 -0.589
N1 3.403 -1.666 0.857
N2 6.117 -0.347 0.564
N3 0.840 1.025 0.279
O1 1.090 -1.164 -0.068
O2 5.967 0.809 -1.371
O3 -0.004 3.434 -0.204
O4 -6.276 -1.339 -1.194
O5 -2.096 2.746 -0.640

two:
Entry from the Open Molecules 2025 dataset: an isolated molecule of C13H17N3O5 (the ωB97M-V functional and the def2-TZVPD basis).

Lowest unoccupied orbital energy = -0.051 eV
SMILES string = NC(=O)C[C@H](N)C(=O)N[C@@H](Cc1ccc(O)cc1)C(=O)O
Kohn-Sham gap = 0.335 hartree
HOMO energy = -9.18 eV
Charge = 0

Element x y z (Å)
N1 1.370 -0.166 -3.598
C1 0.152 -0.171 -4.080
O1 -0.022 -0.681 -5.200
C2 -0.771 0.668 -3.251
C3 -1.794 -0.328 -2.666
N2 -2.948 0.278 -2.149
C4 -1.327 -1.483 -1.822
O2 -1.219 -2.619 -2.306
N3 -1.353 -1.372 -0.417
C5 -1.261 -0.256 0.495
C6 -1.040 -0.632 1.991
C7 0.136 0.037 2.673
C8 1.402 -0.324 2.248
C9 2.468 -0.102 3.017
C10 2.297 0.731 4.110
O3 3.401 1.031 4.953
C11 1.105 1.208 4.486
C12 -0.082 0.888 3.753
C13 -0.271 0.764 -0.092
O4 0.773 0.429 -0.579
O5 -0.713 1.940 -0.075
H1 1.933 -0.848 -4.020
H2 1.342 0.058 -2.539
H3 -1.382 1.288 -3.956
H4 -0.173 1.184 -2.517
H5 -2.142 -0.780 -3.622
H6 -2.527 0.897 -1.395
H7 -3.329 -0.459 -1.548
H8 -0.701 -2.154 -0.185
H9 -2.206 0.271 0.412
H10 -1.086 -1.715 2.096
H11 -1.794 -0.367 2.660
H12 1.619 -0.948 1.307
H13 3.394 -0.751 2.895
H14 4.066 0.241 4.822
H15 1.030 1.968 5.319
H16 -1.030 1.247 4.100
H17 -0.334 2.888 -0.202

Stability summary - winner: two; margin: 60.5 kcal/mol.

one:
Entry from the Open Molecules 2025 dataset: a structure of composition C4H15N2O (the ωB97M-V functional and the def2-TZVPD basis).

Lowest unoccupied orbital energy = -2.899 eV
Kohn-Sham gap = 0.430 hartree
HOMO energy = -14.61 eV
Charge = +1

Element x y z (Å)
C1 1.812 1.051 -0.386
C2 0.789 -0.048 0.023
C3 -0.371 0.533 0.856
C4 -1.751 0.513 0.199
N1 -1.688 0.809 -1.257
N2 0.264 -0.651 -1.236
H1 1.629 1.366 -1.411
H2 1.743 1.973 0.169
H3 2.796 0.620 -0.508
H4 1.296 -0.838 0.523
H5 -0.562 -0.014 1.764
H6 -0.094 1.487 1.295
H7 -2.353 1.250 0.687
H8 -2.202 -0.470 0.346
H9 -1.528 1.778 -1.413
H10 -0.605 0.163 -1.445
H11 -2.491 0.458 -1.749
H12 1.018 -0.713 -1.889
H13 -0.027 -1.605 -1.059
H14 1.538 -2.753 2.288
H15 0.145 -2.080 2.270
O1 0.641 -2.828 1.935

two:
Entry from the Open Molecules 2025 dataset: a cluster of 2 separate species, C4H15N2O in total (the ωB97M-V functional and the def2-TZVPD basis).

Lowest unoccupied orbital energy = -3.134 eV
Kohn-Sham gap = 0.351 hartree
HOMO energy = -12.68 eV
Charge = +1

Element x y z (Å)
N1 0.736 -0.838 -1.266
C1 0.699 -0.332 0.244
C2 1.951 -0.876 0.891
C3 -0.646 -0.724 0.821
N2 -1.129 0.368 1.630
C4 -2.094 1.172 0.905
H1 1.270 -0.233 -1.901
H2 1.368 -1.679 -1.368
H3 -0.219 -1.113 -1.627
H4 0.893 0.742 0.101
H5 2.735 -0.162 0.924
H6 2.389 -1.761 0.482
H7 1.793 -1.087 1.927
H8 -1.324 -1.205 0.146
H9 -0.325 -1.560 1.596
H10 -1.460 -0.001 2.554
H11 -2.182 2.201 1.498
H12 -1.832 1.371 -0.220
H13 -3.114 0.742 1.005
H14 0.482 1.729 -3.493
H15 -0.125 1.981 -2.127
O1 0.135 1.264 -2.721

Stability summary - winner: one; margin: 22.5 kcal/mol.

one:
Entry from the Open Molecules 2025 dataset: a cluster of 2 separate species, C4H15N2O in total (the ωB97M-V functional and the def2-TZVPD basis).

Lowest unoccupied orbital energy = -3.087 eV
Kohn-Sham gap = 0.377 hartree
HOMO energy = -13.36 eV
Charge = +1

Element x y z (Å)
N1 0.116 -0.520 -1.413
C1 0.761 0.800 -1.291
C2 0.436 1.410 0.113
N2 -0.924 1.091 0.517
C3 -0.915 0.280 1.791
C4 -0.633 1.061 3.066
H1 0.361 -1.066 -2.274
H2 -0.944 -0.443 -1.295
H3 0.285 -1.200 -0.664
H4 1.906 0.680 -1.381
H5 0.475 1.443 -2.126
H6 0.730 2.470 0.059
H7 1.248 1.048 0.773
H8 -1.490 1.895 0.770
H9 -0.179 -0.520 1.674
H10 -1.948 -0.147 1.703
H11 -0.261 2.027 2.730
H12 -1.533 1.216 3.677
H13 0.197 0.623 3.605
H14 0.798 -4.123 -1.891
H15 1.069 -3.248 -3.208
O1 0.895 -3.243 -2.265

two:
Entry from the Open Molecules 2025 dataset: a cluster of 2 separate species, C4H15N2O in total (the ωB97M-V functional and the def2-TZVPD basis).

Lowest unoccupied orbital energy = -2.702 eV
Kohn-Sham gap = 0.417 hartree
HOMO energy = -14.05 eV
Charge = +1

Element x y z (Å)
C1 1.148 -1.746 0.739
C2 0.696 -1.780 -0.692
C3 0.533 -0.449 -1.402
C4 0.842 1.669 -0.215
N1 -0.110 0.558 -0.511
N2 0.093 -1.101 1.521
H1 2.146 -1.281 0.875
H2 1.566 -2.696 1.082
H3 1.260 -2.457 -1.336
H4 -0.232 -2.373 -0.772
H5 -0.083 -0.693 -2.275
H6 1.389 -0.028 -1.932
H7 1.848 1.283 -0.109
H8 0.541 2.233 0.664
H9 0.808 2.357 -1.059
H10 -0.914 0.926 -1.017
H11 -0.441 0.044 0.337
H12 -0.633 -1.773 1.760
H13 0.414 -0.756 2.421
H14 -2.870 2.783 -0.433
H15 -2.679 2.567 1.152
O1 -2.613 2.169 0.267

Stability summary - winner: two; margin: 8.7 kcal/mol.